Run P
Formula: C3H6ClN
Source: the Open Molecules 2025 dataset
Level of theory: ωB97M-V/def2-TZVPD

Each line ends with the natural charge from an NBO analysis.
CARTESIAN COORDINATES (ANGSTROEM)
C1 0.127 1.856 -1.575  -0.649
C2 0.282 1.321 -0.389  0.435
N1 0.389 0.992 0.777  -0.438
C3 0.066 -0.211 1.411  -0.434
H1 -0.856 2.488 -1.851  0.241
H2 0.847 1.919 -2.276  0.226
H3 0.143 -1.174 0.706  0.189
H4 -1.023 -0.104 1.800  0.215
H5 0.613 -0.412 2.388  0.210
Cl1 -0.751 -3.173 -0.929  -0.264
H6 0.161 -3.501 -0.063  0.270

Results
* structure (SMILES): C=C=NC.Cl
* HOMO: -8.64 eV
* orbital gap: 9.3 eV
* charge: 0

Run Q
Formula: C3H6ClN
Source: the Open Molecules 2025 dataset
Level of theory: ωB97M-V/def2-TZVPD

Each line ends with the natural charge from an NBO analysis.
CARTESIAN COORDINATES (ANGSTROEM)
H1 -1.194 -0.882 -1.641  0.326
N1 -1.512 -0.105 -1.107  -0.632
C1 -0.583 0.363 -0.291  0.089
C2 0.770 -0.177 -0.097  -0.281
C3 1.662 0.397 0.671  -0.322
H2 -1.111 1.220 0.119  0.210
H3 0.945 -1.161 -0.711  0.217
H4 2.668 -0.043 0.901  0.219
H5 1.451 1.442 0.975  0.208
Cl1 -4.508 -0.758 0.303  -0.357
H6 -3.481 -0.396 -0.542  0.321

Results
* structure (SMILES): [H]/N=C\C=C.Cl
* HOMO: -10.44 eV
* orbital gap: 10.4 eV
* charge: 0

It is run Q that is the most stable of them.

Run P
Formula: C2H2FIO
Source: the Open Molecules 2025 dataset
Level of theory: ωB97M-V/def2-TZVPD

Each line ends with the natural charge from an NBO analysis.
CARTESIAN COORDINATES (ANGSTROEM)
C1 -0.297 0.370 -0.060  0.435
C2 0.085 -1.580 -0.004  0.140
O1 0.616 1.088 0.066  -0.485
F1 -0.918 -2.225 0.551  -0.331
I1 0.818 3.746 -0.736  -0.045
H1 -1.364 0.503 -0.152  0.156
H2 1.060 -1.903 0.335  0.130

Results
* HOMO (alpha / beta): -9.73 / -8.87 eV
* orbital gap (alpha / beta): 9.1 / 6.4 eV
* charge: 0

Run Q
Formula: C2H2FIO
Source: the Open Molecules 2025 dataset
Level of theory: ωB97M-V/def2-TZVPD

Each line ends with the natural charge from an NBO analysis.
CARTESIAN COORDINATES (ANGSTROEM)
C1 -0.951 -0.210 0.224  0.660
C2 -0.057 0.797 0.568  -0.128
O1 -1.865 -0.714 -0.385  -0.423
F1 -0.796 1.232 1.638  -0.340
I1 1.930 0.615 0.966  0.238
H1 0.806 -1.314 -1.582  0.024
H2 0.932 -0.405 -1.429  -0.030

Results
* HOMO: -9.04 eV
* orbital gap: 8.7 eV
* charge: 0

It is run Q that is the most stable of them.

Run P
Formula: C4H10NO2
Source: the Open Molecules 2025 dataset
Level of theory: ωB97M-V/def2-TZVPD

Each line ends with the natural charge from an NBO analysis.
CARTESIAN COORDINATES (ANGSTROEM)
N1 0.471 -0.391 -1.482  -0.888
C1 0.628 0.219 -0.183  -0.134
C2 1.732 -0.766 0.688  0.013
O1 1.372 -2.021 0.601  -0.944
C3 -0.616 0.037 0.663  -0.466
C4 -1.901 0.763 0.160  -0.055
O2 -1.608 1.680 -0.897  -0.768
H1 0.186 -1.340 -1.220  0.387
H2 1.423 -0.491 -1.839  0.350
H3 1.048 1.213 -0.031  0.174
H4 1.806 -0.355 1.728  0.077
H5 2.670 -0.622 0.037  0.045
H6 -0.807 -1.020 0.886  0.232
H7 -0.448 0.384 1.689  0.194
H8 -2.640 0.040 -0.240  0.137
H9 -2.378 1.418 0.900  0.155
H10 -0.939 1.252 -1.460  0.490

Results
* structure (SMILES): N[C@H](C[O-])CCO
* HOMO: -2.49 eV
* orbital gap: 6.5 eV
* charge: -1

Run Q
Formula: C4H10NO2
Source: the Open Molecules 2025 dataset
Level of theory: ωB97M-V/def2-TZVPD

Each line ends with the natural charge from an NBO analysis.
CARTESIAN COORDINATES (ANGSTROEM)
C1 1.439 -0.185 1.181  -0.027
O1 0.282 0.446 0.792  -0.825
C2 1.290 -1.720 1.316  -0.652
H1 1.765 0.181 2.179  0.113
H2 2.265 0.066 0.489  0.128
H3 2.129 -2.203 1.828  0.166
H4 1.154 -2.099 0.306  0.232
H5 0.364 -1.915 1.864  0.186
O2 0.549 -0.669 -1.519  -0.772
C3 -0.035 0.344 -1.074  0.455
C4 -1.550 0.386 -0.935  -0.290
N1 -1.975 1.567 -0.179  -0.868
H6 0.470 1.317 -1.253  0.089
H7 -2.013 0.421 -1.927  0.166
H8 -1.792 -0.567 -0.450  0.173
H9 -2.937 1.497 0.117  0.330
H10 -1.382 1.608 0.645  0.396

Results
* HOMO: -3.59 eV
* orbital gap: 8.0 eV
* charge: -1

It is run Q that is the most stable of them.